Entry 1:
Here is an isolated molecule of C5H4FN from the OMol25 dataset. Energies are from ωB97M-V/def2-TZVPD.

Calculated values
Energy relative to the best compared isomer or geometry (same formula, charge and spin)   355.5 kJ/mol
Calculated total energy   -9453.500 eV
SMILES   C=C/C=C(\F)C#N
HOMO level   -9.388 eV
Orbital gap   8.4 eV

Cartesian coordinates (Å):
C: 1.333 1.070 -1.427
C: 0.790 -0.002 -0.781
C: -0.140 0.062 0.306
C: -0.900 -0.931 0.877
F: -0.721 -2.206 0.254
C: -1.834 -0.655 1.887
N: -2.965 -0.202 2.316
H: 2.035 0.792 -2.242
H: 1.301 2.081 -1.243
H: 1.184 -1.023 -0.972
H: -0.082 1.013 1.025

---

Entry 2:
Here is C22H34BMoN6S2 as an isolated structure from the OMol25 dataset. Energies are from ωB97M-V/def2-TZVPD.

Calculated values
Energy relative to the best compared isomer or geometry (same formula, charge and spin)   0.0 kJ/mol
Calculated total energy   -56483.512 eV
HOMO level (alpha / beta)   -18.385 / -18.505 eV
Orbital gap (alpha / beta)   6.4 / 6.1 eV
Net charge   +3

Cartesian coordinates (Å):
Mo: -0.423 -0.100 0.001
C: 0.019 -3.052 -2.467
C: -0.999 -3.759 -1.591
C: -0.324 -4.790 -0.670
C: -1.885 -2.899 -0.741
C: -3.113 -3.291 -0.264
C: -3.544 -2.304 0.617
N: -2.641 -1.340 0.689
N: -1.582 -1.665 -0.181
B: -2.637 -0.083 1.619
N: -1.334 -0.097 2.474
C: -1.265 -0.151 3.806
C: 0.054 -0.100 4.216
C: 0.820 0.002 3.067
N: -0.017 -0.030 1.983
C: 2.308 0.158 3.005
C: 2.745 1.291 3.942
C: 2.988 -1.166 3.369
N: -2.640 1.208 0.745
C: -3.473 2.240 0.733
C: -3.006 3.210 -0.152
C: -1.845 2.717 -0.702
N: -1.611 1.471 -0.155
C: -0.898 3.381 -1.653
C: 0.499 3.507 -1.038
C: -1.424 4.750 -2.081
H: 0.626 -3.805 -2.969
H: 0.702 -2.436 -1.877
H: -0.454 -2.446 -3.241
H: -1.695 -4.288 -2.248
H: 0.376 -4.300 0.011
H: 0.235 -5.502 -1.274
H: -1.050 -5.343 -0.077
H: -3.634 -4.202 -0.508
H: -4.446 -2.243 1.208
H: -3.586 -0.111 2.322
H: -2.175 -0.206 4.384
H: 0.410 -0.106 5.231
H: 2.592 0.439 1.993
H: 2.528 1.049 4.982
H: 2.256 2.234 3.699
H: 3.821 1.432 3.859
H: 2.754 -1.454 4.394
H: 4.068 -1.053 3.297
H: 2.682 -1.981 2.711
H: -4.349 2.235 1.363
H: -3.465 4.163 -0.351
H: -0.846 2.751 -2.552
H: 0.481 4.172 -0.174
H: 1.184 3.933 -1.770
H: 0.915 2.543 -0.713
H: -1.488 5.428 -1.230
H: -2.399 4.682 -2.559
H: -0.737 5.193 -2.800
C: 1.820 0.363 -4.232
C: 1.474 0.152 -2.794
S: -0.107 0.274 -2.292
C: 2.426 -0.174 -1.810
C: 3.884 -0.314 -2.084
S: 1.877 -0.422 -0.242
H: 0.937 0.570 -4.831
H: 2.313 -0.524 -4.632
H: 2.513 1.202 -4.325
H: 4.073 -0.394 -3.151
H: 4.297 -1.187 -1.579
H: 4.415 0.566 -1.709

---

Entry 3:
Here is an isolated molecule of C8H6F2N2O3 from the OMol25 dataset. Energies are from ωB97M-V/def2-TZVPD.

Calculated values
Energy relative to the best compared isomer or geometry (same formula, charge and spin)   0.0 kJ/mol
Calculated total energy   -22947.001 eV
SMILES   O=C(Nc1ccccc1)C(F)(F)[N+](=O)[O-]
HOMO level   -9.092 eV
Orbital gap   8.0 eV

Cartesian coordinates (Å):
O: 3.106 -1.737 -0.674
C: 3.273 -0.680 -0.079
N: 2.182 0.174 0.241
C: 0.828 -0.109 0.047
C: -0.044 0.991 0.173
C: -1.410 0.888 0.061
C: -1.916 -0.376 -0.072
C: -1.081 -1.417 -0.178
C: 0.249 -1.358 -0.105
C: 4.686 -0.212 0.429
F: 5.441 -1.345 0.555
F: 4.684 0.358 1.687
N: 5.148 0.817 -0.601
O: 4.540 1.888 -0.571
O: 6.049 0.542 -1.366
H: 2.205 1.044 0.634
H: 0.510 1.978 0.435
H: -1.989 1.818 0.052
H: -2.879 -0.597 -0.371
H: -1.651 -2.373 -0.394
H: 0.867 -2.186 -0.240